The following is a DFT calculation (wB97M-V/def2-TZVPD) of C4H6N2 in the gas phase.

Geometry (Å):
C -1.72 -0.31 0.10
C -0.27 0.06 -0.05
C 0.75 -0.79 -0.38
N 1.91 -0.09 -0.26
N 1.71 1.17 0.16
C 0.39 1.28 0.25
H -2.35 0.07 -0.71
H -1.83 -1.39 0.14
H -2.11 0.09 1.05
H 0.74 -1.81 -0.76
H 2.82 -0.50 -0.07
H -0.04 2.23 0.54

## Properties
Largest force on an atom   0.426 eV/A
Structure (SMILES)   Cc1cn[nH]c1
ΔE to the lowest compared entry with this formula, charge and spin   0.674 eV
Molar mass   82.106 g/mol
LUMO energy   1.04 eV